(1)
{"formula": "C7H13NO", "method": "ωB97M-V with the def2-TZVPD basis set", "smiles": "CC(C)=C/C(C)=C(\\N)O", "e_above_lowest_ev": 2.212, "e_homo_ev": -7.258, "fmax_ev_per_a": 2.6, "symbols": ["O", "N", "C", "C", "C", "C", "C", "C", "C", "H", "H", "H", "H", "H", "H", "H", "H", "H", "H", "H", "H", "H"], "xyz": [[-1.64820, -1.79919, -1.15345], [-0.32182, -1.96991, 0.68094], [1.10434, 0.58863, 0.22650], [-1.23133, 0.24587, -0.05672], [-0.92676, -1.09351, -0.22853], [1.59469, 0.40732, -1.18898], [2.19746, 0.63548, 1.26109], [-2.45342, 0.91125, -0.61677], [-0.18011, 0.96422, 0.57046], [1.80891, 0.86973, 2.25677], [-2.37029, 2.00124, -0.59762], [2.05117, -0.57821, -1.32300], [-1.02411, -2.51086, 1.18092], [-3.34211, 0.62193, -0.04671], [2.67210, -0.35283, 1.32502], [-1.28194, -2.69616, -1.12797], [-2.62542, 0.64053, -1.66430], [2.36437, 1.15651, -1.41779], [0.23805, -1.46973, 1.36412], [0.79988, 0.52403, -1.92863], [-0.40122, 1.53992, 1.46824], [2.97578, 1.36372, 1.01642]], "lowdin_charge": [0.052, 0.099, -0.347, -0.269, -0.379, -0.064, -0.079, -0.048, -0.074, 0.074, 0.075, 0.080, 0.102, 0.078, 0.084, 0.106, 0.078, 0.081, 0.082, 0.082, 0.111, 0.075]}



(2)
{"formula": "C12H24N2O4", "method": "ωB97M-V with the def2-TZVPD basis set", "smiles": "CNC(=O)[C@@H](NC(C)=O)[C@@H](C)O.OC1CCCC1", "e_above_lowest_ev": 1.154, "e_homo_ev": -9.316, "fmax_ev_per_a": 1.2, "symbols": ["O", "O", "O", "O", "N", "N", "C", "C", "C", "C", "C", "C", "C", "C", "C", "C", "C", "C", "H", "H", "H", "H", "H", "H", "H", "H", "H", "H", "H", "H", "H", "H", "H", "H", "H", "H", "H", "H", "H", "H", "H", "H"], "xyz": [[1.25425, -2.15633, 0.91367], [-2.27427, -1.01994, 0.76110], [-2.60848, -2.67603, -1.37492], [1.65839, 1.26538, 2.94914], [-0.85214, -1.39610, -1.94640], [-0.24377, -3.54360, -0.01412], [0.29361, -2.33159, 0.17191], [-0.25502, -1.12907, -0.61133], [0.22718, -4.76931, 0.62924], [1.59695, 3.62524, 2.33897], [1.91556, 3.31853, -0.07406], [1.76205, 4.37909, 1.01785], [-1.16389, -0.28754, 0.30443], [-1.68788, 0.98346, -0.36452], [-2.26974, -2.28986, -3.69244], [-1.92201, -2.13725, -2.23117], [2.03453, 1.98930, 0.66055], [1.25950, 2.19702, 1.94846], [-0.85560, 1.56309, -0.76031], [-3.15604, -2.91702, -3.78319], [-1.08740, -3.59197, -0.57176], [-0.13009, -4.80565, 1.65984], [-2.58878, -1.58548, 0.03606], [-0.36821, -0.99852, -2.73542], [2.54072, 3.64662, 2.89485], [1.31897, -4.79106, 0.63967], [0.62170, -0.51597, -0.80072], [-2.37604, 0.73389, -1.17132], [-1.43938, -2.76054, -4.21537], [2.64080, 5.03103, 1.05776], [1.64259, 1.15910, 0.07299], [-2.21688, 1.58371, 0.37553], [0.88346, 5.00067, 0.81664], [1.02772, 3.31561, -0.71454], [1.13953, 1.38360, 3.76200], [2.79348, 3.50713, -0.70061], [0.18436, 2.11291, 1.75495], [3.08537, 1.78394, 0.89105], [-0.58279, 0.00701, 1.17797], [-2.47415, -1.31138, -4.12329], [0.81440, 4.06939, 2.96183], [-0.14252, -5.64149, 0.08903]], "lowdin_charge": [0.063, -0.020, 0.028, -0.029, 0.137, 0.039, -0.453, -0.136, -0.048, -0.148, -0.189, -0.187, -0.388, -0.032, 0.017, -0.534, -0.138, -0.406, 0.066, 0.090, 0.099, 0.087, 0.049, 0.150, 0.121, 0.085, 0.137, 0.078, 0.087, 0.105, 0.090, 0.086, 0.105, 0.097, 0.101, 0.107, 0.135, 0.132, 0.136, 0.087, 0.113, 0.082]}



(3)
{"formula": "C7H10", "method": "ωB97M-V with the def2-TZVPD basis set", "smiles": "C[C@@H]1C2=CCC[C@@H]21", "e_above_lowest_ev": 3.650, "e_homo_ev": -7.914, "fmax_ev_per_a": 2.2, "symbols": ["C", "C", "C", "C", "C", "C", "C", "H", "H", "H", "H", "H", "H", "H", "H", "H", "H"], "xyz": [[0.20889, -0.86271, -0.76402], [0.52161, -0.05813, 1.40691], [1.19406, 0.30486, -0.88409], [-1.96406, 0.52658, -0.07527], [-0.11252, -1.00139, 0.68591], [-1.23842, -0.78696, -0.22094], [1.70415, 0.37692, 0.58838], [0.72787, 1.22908, -1.28082], [0.38932, -1.72124, -1.41244], [2.14860, -0.57258, 0.94577], [2.00763, 0.07715, -1.58276], [0.33635, 0.28224, 2.41698], [-2.76585, 0.43731, 0.66413], [2.34196, 1.22270, 0.85943], [-2.38766, 0.85059, -1.02843], [-1.27570, 1.30062, 0.28815], [-1.84308, -1.63345, -0.53691]], "lowdin_charge": [-0.195, -0.082, -0.135, -0.063, -0.162, -0.241, -0.166, 0.109, 0.131, 0.122, 0.101, 0.109, 0.081, 0.107, 0.077, 0.080, 0.126]}



(4)
{"formula": "C16H25ClGdI2N3P2", "method": "ωB97M-V with the def2-TZVPD basis set", "spin_multiplicity": 8, "total_charge": 2, "e_homo_ev": [-12.795, -14.485], "fmax_ev_per_a": 3.6, "symbols": ["Gd", "I", "I", "Cl", "P", "P", "N", "N", "N", "C", "C", "C", "C", "C", "C", "C", "C", "C", "C", "C", "C", "C", "C", "C", "C", "H", "H", "H", "H", "H", "H", "H", "H", "H", "H", "H", "H", "H", "H", "H", "H", "H", "H", "H", "H", "H", "H", "H", "H", "H"], "xyz": [[2.38009, -1.34301, 0.63163], [-0.21354, -0.02419, 2.50266], [1.92985, 1.97737, -0.63019], [4.38264, -2.67665, 1.39428], [2.93420, 1.14144, 2.09133], [1.44362, -3.25748, -1.30654], [-8.18073, 3.74069, -0.01509], [-0.05927, -0.13347, -0.79821], [-1.98692, 0.95384, -1.00480], [-4.19608, 1.63958, -1.76229], [-7.11682, 3.25371, -0.08132], [-1.56893, 0.52191, -2.29001], [-0.97645, 0.61315, -0.18986], [1.82520, 2.55942, 2.47646], [2.68067, -3.57401, -2.61856], [-0.15411, -3.52308, -2.21188], [-5.80847, 2.66766, -0.25919], [-3.25035, 1.54604, -0.72031], [-5.45377, 2.20343, -1.53173], [3.28661, 0.57994, 3.79906], [4.48913, 2.03013, 1.77374], [1.66407, -4.79336, -0.30666], [-0.34987, -0.07112, -2.15930], [-4.89123, 2.55090, 0.79097], [-3.59671, 2.02292, 0.56429], [-2.86614, 1.96856, 1.37427], [0.33307, -0.38251, -2.95167], [3.79348, 1.41769, 4.29608], [1.70347, -5.71121, -0.90975], [2.62245, -2.79965, -3.38831], [1.55748, 3.03401, 1.51916], [-6.16781, 2.27688, -2.34824], [-5.21656, 2.87403, 1.80085], [4.40821, 2.59566, 0.84155], [-0.98591, -3.50865, -1.48965], [-2.15760, 0.67256, -3.15977], [4.65685, 2.68016, 2.64591], [0.86572, -4.89290, 0.43838], [2.57966, -4.55287, -3.10327], [2.58740, -4.72272, 0.28201], [-3.99194, 1.26981, -2.75107], [-0.91899, 1.03623, 0.88344], [3.91774, -0.31324, 3.77049], [-0.22781, -4.43290, -2.83968], [2.36226, 0.29772, 4.30804], [3.69228, -3.49053, -2.21203], [2.35768, 3.24332, 3.15884], [-0.32921, -2.64901, -2.85853], [0.89743, 2.15890, 2.91793], [5.31399, 1.32487, 1.63655]], "lowdin_spin": [3.790, 0.832, 1.057, 0.033, 0.405, 0.067, 0.005, 0.218, 0.038, 0.007, 0.000, 0.034, 0.147, 0.027, 0.005, 0.007, 0.007, 0.003, -0.002, 0.107, 0.047, 0.005, 0.021, -0.001, 0.006, 0.001, 0.000, 0.019, 0.000, 0.000, 0.010, 0.000, 0.000, 0.015, 0.000, 0.003, 0.008, 0.001, 0.001, 0.002, 0.000, 0.049, 0.001, 0.002, 0.013, 0.001, 0.002, 0.000, 0.005, 0.002]}